No. 1
The following is a DFT calculation (ωB97M-V/def2-TZVPD) of a cluster of 2 separate species, C5H16N2O in total.

The energy relative to the best compared isomer or geometry (same formula, charge and spin) is 25.2 kcal/mol. Its structure (SMILES) is CCCN.CNCO. As for the spin multiplicity: 1. The value obtained for the total energy is -10471.42736 eV. The net charge is 0. As for the lowest unoccupied orbital energy: 0.70 eV. The orbital gap is 9.3 eV.

Cartesian coordinates (Å):
O 0.43133 1.27782 -0.12272
N -0.46125 1.80347 2.07608
N -1.36930 -0.06973 -1.26895
C 1.41266 -1.32706 -1.80090
C -1.08132 -1.50674 -1.19452
C 0.06847 2.25174 0.80060
C 0.43626 0.88694 2.77034
C 0.35972 -1.83940 -0.82522
H -1.73428 -1.93512 -0.43683
H 1.38433 -0.24215 -1.87235
H -0.66040 2.98132 0.41409
H -1.30804 -1.94943 -2.16942
H 2.40835 -1.63301 -1.47288
H 0.57656 -1.44676 0.17357
H 0.44783 -2.92707 -0.73573
H -1.21891 0.39831 -2.14693
H -0.43292 0.71655 -0.51472
H -1.34709 1.32878 1.94142
H 0.60721 -0.05246 2.22078
H 1.40144 1.37022 2.92332
H 1.24814 -1.75821 -2.79633
H -2.16066 0.25474 -0.73982
H 0.01622 0.59515 3.73681
H 0.97565 2.82208 1.04031

Cartesian forces (eV/Å) of the 2 atoms listed first:
-1.20 -0.75 -0.36
0.06 -0.39 0.09

No. 2
The following is a DFT calculation (ωB97M-V/def2-TZVPD) of a cluster of 2 separate species, C5H16N2O in total.

The energy relative to the best compared isomer or geometry (same formula, charge and spin) is 22.5 kcal/mol. Its structure (SMILES) is CCNC.CNCO. As for the spin multiplicity: 1. The value obtained for the total energy is -10471.54807 eV. The net charge is 0. As for the lowest unoccupied orbital energy: 0.89 eV. The orbital gap is 9.5 eV.

Cartesian coordinates (Å):
O 1.27331 0.38033 -1.01875
N -0.57113 0.91791 0.64685
N 0.66578 -1.59272 -2.25077
C 0.05214 0.76824 1.95770
C -0.45153 -2.04839 -1.42456
C 0.49811 -0.66200 2.22176
C 0.85881 -0.15188 -2.23094
C -1.00593 2.28527 0.38268
H -0.63415 1.06104 2.75986
H -0.13309 2.93199 0.35603
H -1.49282 2.32799 -0.59520
H -1.73241 2.65873 1.11455
H -0.83170 -2.99296 -1.81352
H 1.19469 -1.04368 1.47373
H 1.61827 0.08546 -2.97854
H 0.51937 0.61742 -0.36008
H -0.09965 0.27022 -2.57080
H 0.90954 1.43453 2.04996
H -1.25090 -1.30462 -1.46730
H -0.21194 -2.10705 -0.36367
H 1.50662 -2.05597 -1.93446
H -1.31492 0.23721 0.55029
H -0.35872 -1.32865 2.30377
H 0.99224 -0.68841 3.19141

Cartesian forces (eV/Å) of the 2 atoms listed first:
0.42 0.36 0.53
-0.12 0.39 0.65

No. 3
The following is a DFT calculation (ωB97M-V/def2-TZVPD) of a cluster of 2 separate species, C5H16N2O in total.

As for the expectation value of S²: 0.75. The energy relative to the best compared isomer or geometry (same formula, charge and spin) is 15.2 kcal/mol. As for the spin multiplicity: 2. The value obtained for the total energy is -10463.29687 eV. The net charge is +1. As for the lowest unoccupied orbital energy (alpha / beta): -4.11 / -5.02 eV. The orbital gap (alpha / beta) is 8.5 / 7.5 eV.

Cartesian coordinates (Å):
O -1.75647 -1.34637 -1.09511
N 0.30318 -1.59270 1.05221
N 1.60065 1.61036 2.47262
C -1.92256 0.01952 -1.40824
C 0.61679 0.68548 1.77618
C -0.98792 0.47918 -2.51335
C 0.46529 0.42540 -2.08145
C 1.28343 -0.67665 1.50847
H -1.75070 0.65189 -0.52149
H 0.64011 1.12617 -1.25424
H 1.78854 -0.99951 2.43414
H -1.04975 -1.44619 -0.44392
H -1.14393 -0.17695 -3.37159
H 2.08673 -0.52659 0.77795
H 0.72724 -0.57162 -1.72185
H 0.29985 1.19363 0.87172
H 0.70969 -2.53627 1.00604
H 1.15429 0.69102 -2.87930
H -2.95833 0.16769 -1.70419
H 2.40819 1.80898 1.87223
H 1.94039 1.17721 3.33322
H -0.22587 0.55710 2.44765
H 1.16371 2.49579 2.73134
H -1.25239 1.48943 -2.81915

Cartesian forces (eV/Å) of the 2 atoms listed first:
-0.01 -0.10 0.03
0.16 -0.34 -0.16